Here is 4 unconnected molecules or ions with the total composition C16H40O8 in a non-equilibrium geometry from the OMol25 dataset. Energies are from ωB97M-V/def2-TZVPD.

CARTESIAN COORDINATES (ANGSTROEM)
C: -0.6705 -1.3183 2.7373
O: -1.7923 -0.9234 1.9966
C: -2.1004 -1.7155 0.8838
C: -3.3377 -1.1453 0.2302
O: -4.4173 -1.0281 1.1400
C: -5.6553 -0.9191 0.4908
H: 0.2467 -0.8496 2.3518
H: -0.5094 -2.3976 2.6386
H: -0.7735 -1.0066 3.7738
H: -2.3473 -2.7509 1.1620
H: -1.2203 -1.7727 0.2315
H: -3.7113 -1.8262 -0.5453
H: -3.1582 -0.1904 -0.2722
H: -5.6688 -0.0350 -0.1615
H: -6.4459 -0.9325 1.2316
H: -5.7792 -1.7441 -0.2288
C: 3.0167 2.1089 -1.4984
O: 2.2484 1.4802 -0.4805
C: 0.8734 1.8311 -0.4263
C: 0.1392 0.9548 -1.4237
O: -1.2365 1.2389 -1.5247
C: -1.6960 2.4157 -2.1402
H: 3.8952 1.4794 -1.5990
H: 3.0955 3.1605 -1.1914
H: 2.5642 2.2240 -2.4947
H: 0.7447 2.8998 -0.6323
H: 0.4913 1.6723 0.5841
H: 0.2645 -0.1124 -1.2627
H: 0.6669 1.1412 -2.3712
H: -1.5430 2.2890 -3.2198
H: -1.2286 3.3060 -1.7124
H: -2.7742 2.5768 -2.0866
C: 0.1978 2.6380 3.3289
O: -0.9848 2.3065 2.6584
C: -1.5178 3.3913 1.9461
C: -2.8169 3.0186 1.2560
O: -3.8519 2.7167 2.1685
C: -4.4614 3.8618 2.6973
H: 0.0349 3.3413 4.1614
H: 0.8944 3.1766 2.6720
H: 0.6184 1.7232 3.7392
H: -0.8498 3.9298 1.2567
H: -1.6928 4.1617 2.7173
H: -2.5973 2.0806 0.7354
H: -3.2293 3.7613 0.5628
H: -5.2225 3.6215 3.4388
H: -4.9630 4.4336 1.9069
H: -3.7782 4.5336 3.2279
C: 5.5752 -6.5176 -2.7353
O: 4.7359 -5.3768 -2.6435
C: 5.3680 -4.2547 -2.0838
C: 4.4693 -3.0289 -2.2077
O: 3.4703 -3.0607 -1.1761
C: 2.7324 -1.8501 -1.1523
H: 6.5092 -6.2688 -3.2534
H: 5.0149 -7.2067 -3.3645
H: 5.7706 -6.8952 -1.7284
H: 6.2110 -4.0304 -2.7558
H: 5.6564 -4.3388 -1.0321
H: 3.9593 -2.9971 -3.1725
H: 5.1213 -2.1570 -2.0924
H: 1.9232 -2.1968 -0.4878
H: 2.2806 -1.6043 -2.1208
H: 3.2415 -1.0232 -0.6477

For the HOMO-LUMO gap, the calculation gives 0.366 hartree. The value obtained for the HOMO energy is -0.3398 Eh. As for the SMILES: COCCOC.COCCOC.COCCOC.COCCOC. Its total charge is 0. For the lowest unoccupied orbital energy, the calculation gives 0.72 eV.

Atom charges from the Löwdin analysis, given in e for atoms 1 to 2: -0.11, -0.18

---

Here is a molecular structure, C16H41BeF3O8S5 in a non-equilibrium geometry from the OMol25 dataset. Energies are from ωB97M-V/def2-TZVPD.

CARTESIAN COORDINATES (ANGSTROEM)
Be: -0.0249 -0.1960 -0.4670
C: -3.2048 -1.8737 0.0147
O: -3.5551 -1.0620 1.1412
O: -1.9622 -1.5760 -0.3640
C: -3.6076 -3.3075 0.4018
F: -2.9575 -3.9408 1.3898
F: -4.9338 -3.3942 0.6372
F: -3.4340 -4.1047 -0.6866
C: -3.8769 0.2887 0.8289
C: -4.3724 1.0464 2.0588
H: -4.6040 2.0937 1.8530
H: -5.2520 0.6047 2.5330
H: -3.6042 1.1292 2.8344
H: -4.6687 0.2821 0.0790
H: -2.9237 0.7848 0.6337
H: -3.8939 -1.5880 -0.8013
C: -0.9978 3.8949 -1.8139
C: -1.4446 2.7257 -0.8978
O: -1.3762 1.4847 -1.4973
H: -1.8110 4.0987 -2.5122
H: -0.0506 3.7328 -2.3400
H: -0.7653 4.8204 -1.2713
H: -2.4996 2.9452 -0.6671
H: -0.8273 2.8377 0.0048
C: 2.8845 3.5282 -0.7921
S: 2.9993 1.8036 -0.3084
O: 1.7580 1.1949 -0.8590
C: 4.4302 1.3717 -1.3166
H: 3.2919 4.1153 0.0326
H: 1.8531 3.8198 -0.9863
H: 3.4367 3.7796 -1.6982
H: 4.4600 0.2803 -1.3006
H: 5.3503 1.7052 -0.8416
H: 4.2536 1.6872 -2.3426
C: -1.0227 -1.7867 3.3478
S: 0.5237 -2.4706 2.6805
O: 0.8912 -1.5785 1.5318
C: -0.1720 -3.9121 1.8323
H: -1.7761 -2.5650 3.4233
H: -1.3215 -1.0267 2.6197
H: -0.8903 -1.2015 4.2573
H: 0.7327 -4.4032 1.4625
H: -0.7462 -3.6284 0.9499
H: -0.7449 -4.6412 2.4023
C: 1.3666 1.0475 -3.8883
S: 0.7517 -0.6209 -4.2377
O: 0.5979 -1.1218 -2.8349
C: -0.9049 -0.1194 -4.7953
H: 1.2634 1.7908 -4.6771
H: 2.3394 1.0050 -3.4101
H: 0.6541 1.3011 -3.0930
H: -1.7219 -0.8114 -4.6113
H: -0.8715 0.1710 -5.8466
H: -1.1348 0.7803 -4.2165
C: 2.2019 -3.6669 -1.8273
S: 3.2887 -2.3646 -1.1734
O: 2.3810 -1.2918 -0.6460
C: 3.9547 -3.1112 0.3124
H: 2.7270 -4.5746 -2.1235
H: 1.6192 -3.1691 -2.5975
H: 1.5548 -3.9983 -1.0115
H: 3.2388 -3.1940 1.1303
H: 4.9325 -2.7557 0.6231
H: 4.0972 -4.1830 0.1120
C: -0.7014 1.8386 4.1245
S: 0.4616 1.1610 2.9360
O: -0.1971 1.1734 1.5900
C: 1.6220 2.5588 2.9206
H: -0.0759 2.2477 4.9256
H: -1.2832 1.0708 4.6331
H: -1.3639 2.6550 3.8400
H: 1.1078 3.4538 2.5768
H: 2.3917 2.2347 2.2206
H: 2.1592 2.6944 3.8588

For the HOMO-LUMO gap, the calculation gives 0.253 hartree. The value obtained for the HOMO energy is -0.2535 Eh. Its total charge is 0. For the lowest unoccupied orbital energy, the calculation gives 0.00 eV.

Atom charges from the Löwdin analysis, given in e for atoms 1 to 2: 0.87, -0.48

---

Here is a molecular structure, C16H41CaO10V in a non-equilibrium geometry from the OMol25 dataset. Energies are from ωB97M-V/def2-TZVPD.

CARTESIAN COORDINATES (ANGSTROEM)
O: 16.0501 19.1236 23.7920
V: 14.7335 19.7799 23.1800
O: 13.5733 19.6941 24.2231
Ca: 15.4553 20.0573 19.0045
O: 13.3380 16.4417 20.6772
C: 14.0377 17.5377 20.8203
O: 14.7321 17.9439 19.8880
O: 13.8867 18.2343 21.8412
H: 12.8740 16.3436 21.5119
C: 9.3998 15.8873 20.3514
C: 9.0250 16.0534 21.7906
C: 9.0059 17.4713 22.3486
O: 7.6994 15.6473 21.9092
H: 8.9670 16.6413 19.6940
H: 9.1208 14.8851 20.0261
H: 10.4637 16.0037 20.1450
H: 9.6498 15.3192 22.2992
H: 8.3217 17.6064 23.1863
H: 8.6385 18.1419 21.5718
H: 10.0732 17.5589 22.5517
H: 7.1780 16.2424 21.3655
C: 13.6401 15.0332 25.7239
C: 12.6937 14.4195 24.5958
C: 11.3384 14.0324 25.2581
O: 12.2727 15.2758 23.5639
H: 14.1165 14.4350 26.5006
H: 13.0790 15.8458 26.1853
H: 14.5114 15.5285 25.2954
H: 13.2328 13.6328 24.0678
H: 11.0012 14.8625 25.8788
H: 11.4315 13.0828 25.7851
H: 10.5357 14.0033 24.5213
H: 12.0425 16.1000 23.9990
C: 14.1117 12.3255 18.7806
C: 14.3042 13.6633 19.4940
C: 15.8070 13.7942 19.8886
O: 13.9866 14.7173 18.6079
H: 13.1990 12.1664 18.2064
H: 14.3023 11.4450 19.3942
H: 14.8258 12.1721 17.9714
H: 13.6922 13.8370 20.3790
H: 15.9836 14.7578 20.3664
H: 16.4581 13.7416 19.0160
H: 16.2099 13.0398 20.5644
H: 13.9328 15.4837 19.1836
C: 18.4884 18.1443 20.2035
C: 18.6443 19.6414 20.0273
C: 20.0526 20.0433 19.6665
O: 17.8318 20.0066 18.9998
H: 17.4631 17.8952 19.9301
H: 18.5479 17.7570 21.2206
H: 19.0198 17.5032 19.5002
H: 18.3648 20.2576 20.8818
H: 20.2210 19.7816 18.6219
H: 20.7554 19.5469 20.3357
H: 20.2038 21.1226 19.6840
H: 18.3612 19.8846 18.2082
C: 11.1626 19.1862 18.9638
C: 12.0421 19.3960 17.8086
C: 11.3406 20.2961 16.8400
O: 13.1696 20.0969 18.3124
H: 10.2062 18.7249 18.7176
H: 11.1263 19.9235 19.7659
H: 11.5826 18.3351 19.4998
H: 12.3046 18.4727 17.2921
H: 11.0317 21.2456 17.2772
H: 10.3684 19.9251 16.5156
H: 11.9576 20.4884 15.9622
H: 12.9509 20.9078 18.7775

For the HOMO-LUMO gap (spin up / spin down), the calculation gives 0.194 / 0.237 hartree. The value obtained for the HOMO energy (spin up / spin down) is -0.3754 / -0.4268 Eh. The spin multiplicity is 2. Its total charge is +1. For the lowest unoccupied orbital energy (spin up / spin down), the calculation gives -4.94 / -5.16 eV.

Atom charges from the Löwdin analysis, given in e for atoms 1 to 2: -0.45, 0.79

---

Molecular weight, respectively: 360.488; 587.837; 484.516 g/mol.